Record 1
# C20H60O10

10 unconnected molecules or ions with the total composition C20H60O10 at a distorted geometry (ωB97M-V with the def2-TZVPD basis set, the OMol25 dataset).

```
90
Properties=species:S:1:pos:R:3:forces:R:3
C 8.0838 10.0473 12.5385 -0.4 0.1 0.0
C 7.6873 10.6415 13.8588 0.1 0.0 0.7
C 7.1882 9.5600 14.7858 -0.4 0.1 0.7
O 8.7729 11.4279 14.4184 -0.6 0.2 -0.3
H 8.8714 9.3155 12.6243 0.3 -0.3 0.2
H 8.4458 10.8513 11.9506 0.4 0.7 -1.0
H 7.2259 9.5894 12.0443 0.0 0.0 0.0
H 6.8648 11.3757 13.7481 0.5 -0.3 -0.2
H 7.8969 8.7740 15.0388 0.4 0.1 -0.2
H 6.3399 9.0530 14.3362 -0.2 0.0 -0.2
H 6.8312 10.0006 15.7150 0.0 0.0 0.2
H 9.3766 10.9086 14.9528 -0.1 -0.4 0.0
C 10.9318 14.3704 12.9357 -0.3 -0.3 0.9
C 9.5496 14.9592 12.8268 -0.6 1.3 -0.6
C 8.8481 14.4282 11.5708 1.4 -1.1 0.0
O 8.7434 14.7412 13.9730 0.0 -0.8 0.4
H 11.6651 14.8410 12.2870 -0.1 0.0 -0.2
H 10.8276 13.3060 12.7011 0.4 0.0 0.1
H 11.2255 14.4854 13.9853 0.3 -0.1 -0.2
H 9.5926 16.0731 12.8253 0.2 -0.6 -0.4
H 8.7191 13.3295 11.7288 -0.2 0.7 -0.1
H 9.4954 14.5079 10.6692 -0.4 0.2 0.5
H 7.9123 14.9052 11.4057 -0.8 0.3 -0.2
H 8.7537 13.7943 14.2109 0.0 0.3 -0.2
C 8.9112 5.7954 8.6423 -0.7 0.7 -0.8
C 8.5904 7.2368 8.2490 0.5 -0.9 -0.3
C 9.3364 8.1863 9.1076 0.6 1.9 0.6
O 8.9251 7.4432 6.8936 -0.1 0.4 -0.4
H 9.9767 5.6379 8.5835 0.4 0.0 0.4
H 8.4677 5.1000 7.9073 -0.2 0.2 0.7
H 8.4993 5.7655 9.6575 0.3 -1.0 -0.1
H 7.5370 7.3881 8.4507 -0.7 0.1 -0.3
H 9.0702 9.2221 8.7570 0.3 -0.7 0.6
H 10.4213 8.0885 8.9773 -0.1 -0.1 -0.1
H 9.1527 8.0909 10.1958 -0.2 0.0 -0.5
H 9.0237 8.4056 6.6943 0.0 -0.7 0.3
C 14.3998 13.2898 6.3503 0.3 0.4 -0.8
O 14.5764 14.7314 6.4530 -0.6 -0.8 -0.2
H 15.0994 12.8504 5.6293 -0.1 0.4 -0.2
H 14.6870 12.8491 7.2832 -0.3 -0.2 0.7
H 13.3846 12.9971 6.0298 0.4 0.2 0.4
H 13.7994 15.1331 6.0429 0.4 0.0 0.0
C 11.4679 11.6936 10.1185 -0.6 0.4 0.1
O 12.1955 12.4421 9.1187 -0.5 -0.4 0.5
H 12.0157 11.5929 11.0749 0.1 0.0 -0.6
H 10.5501 12.2682 10.3843 0.3 -0.6 -0.2
H 11.1802 10.6655 9.7562 0.4 1.2 0.1
H 12.1594 13.3855 9.3856 0.0 -0.6 0.0
C 11.1075 15.1571 8.2215 -0.2 -0.6 0.4
O 11.9017 15.2828 9.4356 -0.6 -0.3 -0.7
H 10.3721 14.3317 8.3747 0.5 0.7 0.0
H 10.5726 16.0810 7.9852 0.2 0.0 0.2
H 11.7249 14.8584 7.3715 0.0 0.1 0.1
H 12.8043 15.4781 9.1785 0.2 0.2 -0.1
C 12.3947 8.3335 12.1037 0.7 0.1 0.1
C 13.5852 9.2559 11.7993 -0.5 -1.2 -1.1
O 14.7034 8.8008 12.4688 0.4 -1.2 1.3
H 12.1503 8.4955 13.1507 -0.4 -0.1 0.1
H 12.5726 7.2507 11.9721 0.2 0.6 -0.1
H 11.5830 8.6363 11.4520 -0.4 0.0 0.1
H 13.3048 10.2458 12.0670 -0.1 1.0 0.4
H 13.7890 9.2494 10.7311 -0.1 0.1 -0.4
H 15.4963 9.3073 12.3449 0.2 0.7 -0.3
C 14.5312 12.8372 11.0470 -0.6 -0.1 0.4
C 15.9886 13.1605 11.2153 0.6 -0.3 -0.1
O 16.6087 12.1929 12.0923 0.5 -0.1 -0.3
H 14.1231 12.6423 12.0493 -0.1 0.3 -0.2
H 14.3079 11.9416 10.4751 0.4 -0.1 -0.2
H 13.9740 13.6566 10.5478 0.5 -0.3 0.5
H 16.0765 14.1380 11.6550 0.1 0.6 0.3
H 16.4860 13.2143 10.2467 0.2 -0.2 -0.1
H 17.5929 12.2537 12.1045 -1.3 0.3 -0.3
C 11.7216 10.3270 6.3032 -0.4 0.4 -0.1
C 10.4369 11.1299 6.4253 -0.5 -1.3 -0.6
O 9.3116 10.2033 6.3684 1.4 -0.2 0.1
H 11.8453 9.8911 5.3252 -0.1 0.2 -0.6
H 11.6860 9.4667 6.9315 0.0 -0.5 0.9
H 12.5908 10.9263 6.5378 0.2 0.1 0.2
H 10.3238 11.7855 5.5653 0.1 0.4 0.0
H 10.3516 11.6878 7.3458 0.3 0.3 0.3
H 8.5684 10.7623 6.1864 -0.9 0.5 -0.3
C 7.4038 12.2238 8.9324 0.8 0.0 -1.0
C 6.7964 11.5066 7.7110 0.7 -0.2 1.1
O 7.3400 12.0394 6.5156 -0.4 0.1 -0.4
H 7.1327 11.7701 9.8727 -0.4 0.0 0.3
H 7.1889 13.3081 8.9244 -0.1 -0.5 0.1
H 8.4979 12.1004 8.8330 -0.3 0.2 0.2
H 5.7028 11.5138 7.7738 0.1 0.0 -0.4
H 7.1752 10.4741 7.6698 -0.5 0.2 0.4
H 7.0746 12.9469 6.3868 -0.1 0.4 0.0
```
Forces are in eV/Å.

Its charge is 0. As for the highest occupied orbital energy: -9.61 eV. The relative energy (zero: lowest compared OMol25 entry of this formula, charge and spin) comes out at 37.1 kcal per mole. As for the LUMO energy: 0.27 eV. The SMILES is CC(C)O.CC(C)O.CC(C)O.CCO.CCO.CCO.CCO.CO.CO.CO. For the HOMO-LUMO gap, the calculation gives 9.9 eV. The electronic energy comes out at -1550.2772 Eh.

Here are the Löwdin charges for atoms 1 to 5, given in e: -0.06, -0.47, -0.07, -0.06, 0.08

Record 2
# C42H57As2N3O9RbSi3

A molecular structure, C42H57As2N3O9RbSi3 (ωB97M-V with the def2-TZVPD basis set, the OMol25 dataset).

```
117
Properties=species:S:1:pos:R:3:forces:R:3
Rb -0.2901 0.2348 0.2972 0.1 0.4 0.3
C 1.9610 -4.2573 1.6034 0.0 0.0 0.0
C 0.9929 -3.3052 1.2278 0.0 0.0 0.0
N 0.8495 -2.1480 1.8245 0.0 0.0 0.0
C 1.6433 -1.8394 2.8837 0.0 0.0 0.0
C 2.6462 -2.7355 3.3406 0.0 0.0 0.0
C 2.7855 -3.9614 2.6486 0.0 0.0 0.0
C 3.4607 -2.4062 4.4456 0.0 0.0 0.0
C 3.2461 -1.2056 5.0755 0.0 0.0 0.0
C 2.2572 -0.3126 4.6596 0.0 0.0 0.0
C 1.4271 -0.5633 3.5552 0.0 0.0 0.0
N 0.5307 0.2922 3.0388 0.0 0.0 0.0
C -0.0748 1.2367 3.8050 0.0 0.0 0.0
C -0.4688 1.0445 5.1301 0.0 0.0 0.0
C -1.1858 2.0062 5.8516 0.0 0.0 0.0
C -1.5286 3.2105 5.2977 0.0 0.0 0.0
C -1.1475 3.4746 3.9627 0.0 0.0 0.0
C -1.4325 4.7107 3.3368 0.0 0.0 0.0
C -1.0286 4.9373 2.0561 0.0 0.0 0.0
C -0.3465 3.9057 1.3789 0.0 0.0 0.0
N -0.0635 2.7494 1.9192 0.0 -0.1 0.0
C -0.4383 2.5078 3.2060 0.0 0.0 0.0
H 2.0448 -5.1954 1.0673 0.0 0.0 0.0
H 0.3256 -3.5057 0.3934 0.0 0.0 0.0
H 3.5542 -4.6562 2.9691 0.0 0.0 0.0
H 4.2265 -3.0974 4.7740 0.0 0.0 0.0
H 3.8645 -0.9303 5.9233 0.0 0.0 0.0
H 2.1422 0.6250 5.1869 0.0 0.0 0.0
H -0.2258 0.1026 5.6048 0.0 0.0 0.0
H -1.4736 1.7815 6.8728 0.0 0.0 0.0
H -2.0764 3.9606 5.8549 0.0 0.0 0.0
H -1.9705 5.4675 3.8975 0.0 0.0 0.0
H -1.2304 5.8726 1.5507 0.0 0.0 0.0
H -0.0411 4.0502 0.3480 0.0 0.0 0.0
C -3.0942 4.0646 -0.6937 0.0 0.0 0.0
O -2.2548 2.9770 -0.9767 0.0 0.0 0.0
Si -1.6561 2.6728 -2.5298 0.0 0.0 0.0
C -3.0336 3.1882 -3.7243 0.0 0.0 0.0
C -0.2940 3.9564 -2.8060 0.0 0.0 0.0
C -1.1354 0.9695 -2.6197 0.0 -0.1 -0.1
Si 0.3031 0.5607 -3.6313 0.0 0.0 0.0
C 1.9484 1.2713 -2.9832 0.0 0.0 0.0
C 0.1778 1.0692 -5.4564 0.0 0.0 0.0
C 0.6119 -1.3073 -3.7194 0.0 0.0 0.0
Si -2.4507 -0.2585 -2.4301 0.0 0.0 -0.1
C -3.2648 -0.8325 -4.0460 0.0 0.0 0.0
C -1.8998 -1.8863 -1.5843 0.0 -0.1 -0.1
C -3.8883 0.3348 -1.3480 0.0 0.0 0.0
H -4.0386 4.0051 -1.2468 0.0 0.0 0.0
H -2.6222 5.0263 -0.9381 0.0 0.0 0.0
H -3.3219 4.0656 0.3740 0.0 0.0 0.0
H -3.3033 4.2456 -3.6442 0.0 0.0 0.0
H -3.9406 2.5943 -3.5862 0.0 0.0 0.0
H -2.6846 3.0099 -4.7455 0.0 0.0 0.0
H -0.7142 4.9667 -2.8006 0.0 0.0 0.0
H 0.2182 3.8204 -3.7618 0.0 0.0 0.0
H 0.4630 3.9054 -2.0202 0.0 0.0 0.0
H 2.5762 1.6690 -3.7849 0.0 0.0 0.0
H 2.5234 0.4831 -2.4856 0.0 0.0 0.0
H 1.7904 2.0725 -2.2598 0.0 0.0 0.0
H 0.0030 2.1426 -5.5713 0.0 0.0 0.0
H -0.6681 0.5539 -5.9220 0.0 0.0 0.0
H 1.0826 0.8129 -6.0161 0.0 0.0 0.0
H 0.8505 -1.7191 -2.7358 0.0 0.0 0.0
H 1.4529 -1.5217 -4.3876 0.0 0.0 0.0
H -0.2681 -1.8388 -4.0925 0.0 0.0 0.0
H -3.8858 -1.7230 -3.9125 0.0 0.0 0.0
H -2.4993 -1.0580 -4.7934 0.0 0.0 0.0
H -3.8893 -0.0350 -4.4588 0.0 0.0 0.0
H -1.7112 -2.6644 -2.3281 0.0 0.0 0.0
H -2.6893 -2.2581 -0.9234 0.0 0.0 0.0
H -0.9847 -1.8102 -0.9937 -0.1 -0.2 -0.1
H -4.3695 1.2325 -1.7397 0.0 0.0 0.0
H -3.5654 0.5718 -0.3309 0.0 0.0 0.0
H -4.6420 -0.4568 -1.2887 0.0 0.0 0.0
C -1.1153 -3.4775 -6.6280 0.0 0.0 0.0
O 0.0539 -4.0291 -6.0026 0.0 0.0 0.0
C -0.1335 -4.5197 -4.7807 0.0 -0.1 -0.1
O -1.2015 -4.5663 -4.2170 0.0 0.1 0.0
C 1.1050 -5.0853 -4.1699 0.0 0.0 0.0
C 1.9320 -5.8614 -4.8638 0.0 0.0 0.0
As 3.3953 -6.8659 -4.0377 0.0 0.0 0.0
C 4.7758 -6.6470 -5.4033 0.0 0.0 0.0
C 3.9832 -5.4840 -2.7871 0.0 0.0 0.0
C 3.1564 -4.6897 -2.1102 0.0 0.0 0.0
As 1.1890 -4.6821 -2.2430 0.0 0.0 0.0
C 0.8654 -6.5213 -1.6085 0.0 0.0 0.0
C 3.7817 -3.6794 -1.1964 0.0 0.0 0.1
O 4.8518 -3.8421 -0.6586 0.0 0.0 0.0
O 3.0250 -2.5994 -1.0438 0.0 0.0 -0.1
C 3.5571 -1.5921 -0.1656 0.0 0.0 0.0
C 5.4856 -5.3885 -2.7128 0.0 0.1 0.1
O 6.1062 -4.6394 -3.4115 0.0 -0.1 0.0
O 6.1227 -6.3003 -1.9539 0.0 0.0 -0.1
C 5.3990 -6.9769 -0.9206 0.0 0.0 0.0
C 1.7697 -6.1332 -6.3344 0.1 -0.1 0.0
O 2.4808 -5.6412 -7.1620 0.0 0.0 0.0
O 0.8454 -7.0451 -6.7038 0.0 0.0 0.0
C 0.0350 -7.6985 -5.7205 0.0 0.0 0.0
H -1.8569 -4.2581 -6.7921 0.0 0.0 0.0
H -0.7715 -3.0668 -7.5715 0.0 0.0 0.0
H -1.5438 -2.7003 -5.9983 0.0 0.0 0.0
H 4.4962 -7.2512 -6.2640 0.0 0.0 0.0
H 5.7106 -7.0231 -4.9895 0.0 0.0 0.0
H 4.8886 -5.6083 -5.6974 0.0 0.0 0.0
H 1.5325 -7.2692 -2.0332 0.0 0.0 0.0
H -0.1660 -6.7630 -1.8653 0.0 0.0 0.0
H 0.9602 -6.5262 -0.5228 0.0 0.0 0.0
H 2.7371 -0.9095 0.0295 0.0 0.0 0.0
H 4.3837 -1.0803 -0.6547 0.0 0.0 0.0
H 3.8945 -2.0462 0.7637 0.0 0.0 0.0
H 6.1222 -7.6310 -0.4420 0.0 0.0 0.0
H 4.5847 -7.5789 -1.3276 0.0 0.0 0.0
H 5.0146 -6.2555 -0.2020 0.0 0.0 0.0
H -0.4726 -8.4971 -6.2541 0.0 0.0 0.0
H -0.7032 -7.0191 -5.2962 0.0 0.0 0.0
H 0.6422 -8.1254 -4.9216 0.0 0.0 0.0
```
Forces are in eV/Å.

Its charge is -1. As for the highest occupied orbital energy: -3.88 eV. The relative energy (zero: lowest compared OMol25 entry of this formula, charge and spin) comes out at 0.0 kcal per mole. As for the LUMO energy: 1.60 eV. For the HOMO-LUMO gap, the calculation gives 5.5 eV. The electronic energy comes out at -7840.3742 Eh.

Here are the Löwdin charges for atoms 1 to 5, given in e: 0.80, -0.07, -0.18, 0.07, -0.16

Record 3
# C40H63Br2ClN13O6Pb

A molecular structure, C40H63Br2ClN13O6Pb (ωB97M-V with the def2-TZVPD basis set, the OMol25 dataset).

```
126
Properties=species:S:1:pos:R:3:forces:R:3
Pb -0.5046 -0.1112 0.1826 -0.1 0.1 0.2
C 0.7675 -1.2020 -5.4150 0.0 0.0 0.1
N -0.1665 -0.2476 -4.8548 -0.2 0.0 -0.2
C -0.7769 0.6433 -5.8244 0.1 0.0 0.0
C -0.7666 -0.4195 -3.5986 0.4 0.1 0.1
N -0.1020 -0.2935 -2.4870 -0.1 -0.3 -0.3
C 1.3445 -0.0942 -2.5804 0.0 0.1 0.0
C 1.8647 0.9777 -1.6343 -0.2 -0.2 -0.1
N 1.8681 0.5550 -0.2194 0.0 0.2 -0.1
C 2.9318 -0.4661 0.0349 -0.1 -0.4 0.1
C 2.4400 -1.8700 0.3982 0.0 0.0 0.0
N 2.0904 -2.6879 -0.7442 0.1 0.2 -0.4
C 2.0687 -3.9636 -0.6122 -0.3 0.0 0.0
N 1.3829 -4.7426 -1.5312 0.0 0.1 0.0
C 1.9764 -5.9801 -2.0083 0.0 0.0 0.0
C 0.5543 -4.0898 -2.5177 0.0 0.0 0.1
N 2.6107 -4.6667 0.4521 0.1 -0.1 0.0
C 1.9434 -5.8080 1.0416 0.0 0.0 0.1
C 4.0039 -4.5113 0.8177 0.0 0.0 0.0
C 2.0927 1.7330 0.6558 -0.2 0.2 0.1
C 0.9447 2.7362 0.7335 0.0 -0.2 0.0
N -0.3250 2.1342 1.1402 0.2 0.0 0.3
C -1.0471 2.8054 2.0041 0.0 0.2 -0.5
N -2.1160 2.2746 2.6458 0.0 0.1 0.4
C -3.1541 3.1286 3.2014 0.0 0.1 -0.1
C -2.2609 0.8860 3.0262 0.0 0.0 -0.2
N -0.8149 4.1392 2.2548 0.0 0.1 0.2
C -0.6424 4.6224 3.6135 0.0 0.0 0.0
C -0.6918 5.1229 1.2001 0.0 0.0 0.0
N -2.1047 -0.6803 -3.6436 -0.2 0.0 -0.1
C -3.0427 -0.4087 -2.5786 0.1 -0.1 0.0
C -2.7282 -1.2483 -4.8269 0.0 0.0 0.0
H 0.2987 -1.7849 -6.2177 0.0 0.0 0.0
H 1.1113 -1.8839 -4.6436 0.1 -0.1 0.0
H 1.6343 -0.6892 -5.8417 0.0 0.0 0.0
H -0.0336 1.3704 -6.1688 0.0 0.0 0.0
H -1.6070 1.1879 -5.3746 0.0 0.0 0.0
H -1.1469 0.1115 -6.7078 -0.1 0.0 0.0
H 1.6469 0.1915 -3.5886 0.0 0.0 0.0
H 1.8200 -1.0437 -2.3130 0.1 0.0 -0.2
H 1.2493 1.8758 -1.7256 0.1 0.1 -0.1
H 2.8825 1.2422 -1.9454 0.0 0.1 0.1
H 3.5195 -0.1301 0.8850 0.0 0.2 0.0
H 3.5929 -0.5276 -0.8334 0.0 0.0 0.0
H 1.5528 -1.7756 1.0273 0.2 0.0 0.2
H 3.2116 -2.3056 1.0366 -0.1 0.1 0.0
H 2.7851 -6.2954 -1.3557 0.0 0.0 0.0
H 2.3901 -5.8425 -3.0138 0.0 0.0 0.0
H 1.2280 -6.7741 -2.0529 0.0 0.0 0.0
H 0.1591 -3.1653 -2.1037 0.0 0.0 0.0
H -0.2631 -4.7590 -2.7983 0.0 0.0 0.0
H 1.1300 -3.8555 -3.4209 0.0 0.1 -0.1
H 0.9159 -5.8606 0.6895 0.0 0.0 0.0
H 1.9350 -5.6959 2.1294 0.0 0.0 0.0
H 2.4456 -6.7551 0.8106 0.0 0.0 0.0
H 4.4840 -3.7836 0.1669 0.0 0.0 0.0
H 4.5264 -5.4674 0.6986 0.0 0.0 0.0
H 4.1155 -4.1944 1.8589 0.0 0.0 0.0
H 2.9866 2.2759 0.3210 0.0 -0.1 0.0
H 2.2716 1.3687 1.6612 0.1 -0.1 0.1
H 0.8324 3.2657 -0.2237 0.0 0.1 0.1
H 1.2628 3.4777 1.4697 0.0 0.0 -0.1
H -2.9797 3.3593 4.2555 0.0 0.0 0.0
H -4.1052 2.5991 3.1304 0.0 0.0 0.0
H -3.2327 4.0561 2.6393 0.0 0.0 0.0
H -2.4479 0.8267 4.1009 0.0 -0.1 0.0
H -1.3567 0.3354 2.8141 0.1 -0.1 0.1
H -3.1033 0.4237 2.5014 0.0 0.0 0.0
H -0.5530 3.7769 4.2930 0.0 0.0 0.0
H -1.4622 5.2754 3.9291 0.0 0.0 0.0
H 0.2873 5.1939 3.6717 0.0 0.0 0.0
H -0.9723 4.6872 0.2421 0.0 0.0 0.0
H 0.3190 5.5362 1.1237 0.0 0.0 0.0
H -1.3779 5.9511 1.4013 0.0 0.0 0.0
H -2.5263 -0.0502 -1.7027 0.0 0.1 0.1
H -3.6049 -1.3104 -2.3217 0.0 0.0 0.0
H -3.7624 0.3508 -2.9026 0.0 0.0 0.1
H -1.9874 -1.6786 -5.4943 0.0 0.0 0.0
H -3.3196 -0.5088 -5.3751 0.0 0.0 0.0
H -3.4033 -2.0477 -4.5155 0.0 0.0 0.0
C -4.8932 1.0070 0.5867 -0.1 -0.1 -0.1
O -3.6879 1.4333 -0.0278 0.1 -0.1 0.0
C -3.6964 2.6353 -0.6611 0.1 0.0 0.0
C -4.7320 3.5516 -0.6091 -0.1 0.0 0.1
C -4.5993 4.7744 -1.2597 0.0 0.1 -0.1
Br -6.0257 6.0191 -1.1705 0.1 -0.1 0.0
C -3.4647 5.0975 -1.9675 0.0 -0.1 0.0
C -2.4273 4.1645 -2.0468 -0.2 -0.1 0.1
C -2.5434 2.9458 -1.3922 0.1 0.2 0.0
O -1.5321 2.0243 -1.4182 -0.2 -0.2 -0.1
C -1.1960 4.5311 -2.7533 0.2 0.2 -0.1
N -0.7347 5.7456 -2.7989 -0.2 0.1 0.2
C 0.4573 5.6777 -3.4952 0.1 -0.4 -0.2
C 1.3556 6.6868 -3.8348 0.0 0.0 0.0
C 2.4836 6.3258 -4.5442 0.0 0.1 0.0
C 2.7217 4.9976 -4.9208 0.0 -0.1 0.0
C 1.8376 3.9846 -4.6016 0.0 -0.1 0.0
C 0.7084 4.3491 -3.8806 0.1 0.4 0.0
N -0.3512 3.6200 -3.3718 0.0 -0.1 0.0
H -5.1941 1.6769 1.3956 0.0 0.0 0.0
H -4.6887 0.0179 0.9898 0.0 0.0 0.0
H -5.7027 0.9368 -0.1447 0.0 0.0 0.0
H -5.6417 3.3407 -0.0658 0.0 0.0 0.0
H -3.3565 6.0457 -2.4723 0.0 0.0 0.0
H -0.7032 2.4751 -1.6316 0.0 0.0 0.0
H 1.1611 7.7129 -3.5554 0.0 0.0 0.0
H 3.1987 7.0859 -4.8280 0.0 0.0 0.0
H 3.6171 4.7629 -5.4805 0.0 0.0 0.0
H 2.0114 2.9617 -4.9135 0.0 0.0 0.0
H -0.5897 2.6846 -3.6633 -0.1 0.0 0.0
Br -3.9278 -6.5434 1.6524 0.1 0.2 0.0
C -3.0506 -4.9138 1.2752 0.0 -0.1 0.0
C -3.0626 -4.4049 -0.0149 0.0 -0.1 0.0
C -2.3960 -3.2149 -0.2427 0.0 0.0 0.1
N -1.7820 -2.5208 0.7150 0.0 -0.3 0.2
C -1.7782 -3.0241 1.9527 0.0 -0.1 -0.1
C -2.3894 -4.2252 2.2777 0.0 0.0 0.1
H -3.5740 -4.9196 -0.8155 0.0 0.0 0.0
H -2.3440 -2.7967 -1.2425 0.0 0.0 0.0
H -1.2384 -2.4519 2.6956 0.0 0.0 0.1
H -2.3485 -4.6085 3.2870 0.0 0.0 0.0
O 2.5966 -0.4635 3.2132 0.4 -0.1 -0.2
Cl 1.2454 -0.3386 3.6499 -0.3 -0.1 0.0
O 0.9074 1.0411 3.8271 -0.1 0.4 0.0
O 1.0010 -1.0849 4.8268 -0.1 -0.3 0.4
O 0.3643 -0.8941 2.5892 -0.1 0.1 -0.3
```
Forces are in eV/Å.

Its charge is +1. As for the highest occupied orbital energy: -10.37 eV. As for the LUMO energy: -1.98 eV. For the HOMO-LUMO gap, the calculation gives 8.4 eV. The electronic energy comes out at -8525.9040 Eh.

Here are the Löwdin charges for atoms 1 to 5, given in e: 1.57, -0.06, -0.20, -0.07, -0.37